This record from the Open Molecules 2025 dataset describes a structure of composition C18H13F5NO4S2. The level of theory is ωB97M-V with the def2-TZVPD basis set.

Geometry as XYZ:
```
43
Properties=species:S:1:pos:R:3:forces:R:3:mulliken_charge:R:1
C 4.455 0.377 3.075 0.26 0.01 0.29 -1.5263
C 3.096 0.566 2.459 -0.19 0.09 -0.19 0.9514
C 1.937 0.458 3.238 0.21 0.09 -0.17 -0.4868
C 0.680 0.435 2.650 0.31 -0.18 -0.12 -0.7169
C 0.533 0.530 1.254 -0.81 -0.39 0.02 0.1987
C -0.671 -0.180 0.708 -1.11 4.76 -1.47 -0.5238
S -1.387 0.431 -0.812 0.86 -1.05 2.39 1.0666
C -2.801 1.612 -0.333 0.52 -0.06 -0.17 0.6873
F -3.333 2.162 -1.445 -0.01 -0.11 0.53 -0.2465
F -3.775 0.977 0.349 0.43 0.40 -0.34 -0.2372
F -2.320 2.613 0.446 -0.43 -0.46 -0.40 -0.2561
O -0.457 1.265 -1.544 -0.54 -0.19 -0.24 -0.6734
O -2.074 -0.683 -1.419 -0.13 0.64 -0.52 -0.5871
C 1.667 0.989 0.532 0.02 -0.46 0.05 -0.2977
C 2.937 0.899 1.104 -0.46 0.25 0.37 -0.6947
H 5.226 0.114 2.344 -0.18 0.12 -0.07 0.3540
H 4.795 1.276 3.601 0.01 -0.04 -0.05 0.3050
H 4.446 -0.434 3.811 -0.07 0.09 -0.04 0.3553
H 2.027 0.382 4.319 0.02 -0.18 -0.09 0.3543
H -0.213 0.255 3.247 0.23 -0.03 -0.02 0.3398
H -1.519 -0.314 1.396 0.40 -0.16 -0.08 0.6222
H 1.559 1.350 -0.487 -0.01 -0.45 0.06 0.4086
H 3.818 1.105 0.488 -0.24 -0.01 0.19 0.3101
F -5.072 -7.488 0.994 0.55 0.68 0.17 -0.2290
C -4.243 -6.441 1.307 0.18 0.11 0.96 0.3347
F -3.158 -6.904 2.013 -1.12 0.05 -0.34 -0.2064
S -3.732 -5.589 -0.177 1.47 -0.16 -0.85 -0.1250
N -2.172 -5.075 0.345 -1.70 -1.08 -0.47 -0.0830
C -1.043 -5.912 0.553 0.36 -1.00 -0.07 0.4959
O -0.968 -7.097 0.289 -0.23 1.41 0.32 -0.6315
C 0.008 -4.974 1.038 0.29 -0.02 -0.32 0.2594
C -0.480 -3.675 0.927 0.08 -0.36 -0.25 0.3754
C 0.346 -2.583 0.813 0.36 0.09 -0.08 0.1079
C 1.714 -2.820 0.793 0.31 -0.64 0.33 -0.6916
C 2.219 -4.090 1.125 -0.22 0.22 -0.15 -0.3639
C 1.368 -5.195 1.248 -0.03 0.05 0.09 -0.8719
C -1.938 -3.726 0.619 -0.64 1.75 0.31 0.3770
O -2.784 -2.846 0.578 1.26 -1.42 0.19 -0.5996
H -4.767 -5.686 1.902 -0.16 -0.71 0.45 0.1481
H -0.116 -1.505 0.663 0.51 -1.57 -0.29 -0.2009
H 2.409 -2.029 0.497 -0.22 -0.10 0.43 0.4195
H 3.294 -4.195 1.240 -0.08 -0.21 -0.03 0.3932
H 1.747 -6.189 1.490 -0.07 0.24 -0.31 0.3848
```
Forces are in eV/Å.

Values from the calculation:
- Multiplicity: 1
- E_HOMO: -0.13884 hartree
- Total energy: -63814.415 eV
- Relative energy (zero: lowest compared OMol25 entry of this formula, charge and spin): 0.000 eV
- HOMO-LUMO gap: 0.224 Eh
- Total charge: -1



This record from the Open Molecules 2025 dataset describes an isolated molecule of C18H13NO6. The level of theory is ωB97M-V with the def2-TZVPD basis set.

Geometry as XYZ:
```
38
Properties=species:S:1:pos:R:3:forces:R:3:mulliken_charge:R:1
O -7.377 -0.113 0.242 0.07 -0.03 0.01 -0.5833
C -6.391 0.551 0.051 -0.52 -0.25 0.07 0.4787
O -6.440 1.868 -0.172 0.21 0.54 -0.11 -0.4440
H -7.360 2.176 -0.150 0.08 -0.31 0.05 0.3578
C -5.007 0.006 0.034 0.31 0.06 -0.04 0.4800
C -4.842 -1.359 0.266 -0.05 0.10 -0.01 -0.5345
C -3.581 -1.941 0.266 0.18 0.08 -0.04 -0.5921
C -2.499 -1.118 0.029 -0.50 0.54 -0.04 0.1597
C -2.662 0.250 -0.204 -0.30 -0.60 0.16 0.1335
C -3.908 0.837 -0.207 0.01 -0.13 0.02 -0.6540
H -4.034 1.892 -0.386 0.00 0.09 -0.01 0.5558
C -1.318 0.832 -0.419 -0.11 0.15 -0.12 0.1872
O -0.998 1.963 -0.680 -0.17 -0.08 -0.06 -0.6303
N -0.419 -0.223 -0.283 0.52 0.23 0.00 0.3337
C -1.046 -1.438 -0.040 0.03 -0.21 -0.01 0.3656
O -0.522 -2.515 0.063 -0.11 -0.06 0.03 -0.6472
C 1.001 0.059 -0.408 0.11 0.09 -0.06 0.3394
C 1.280 1.363 0.348 -0.05 0.08 0.17 0.1988
O 0.924 1.575 1.474 -0.03 -0.11 0.17 -0.5762
O 2.028 2.192 -0.368 0.31 0.28 -0.50 -0.4514
H 2.202 3.010 0.124 -0.13 -0.25 0.16 0.3958
C 1.902 -1.027 0.199 0.01 0.01 -0.15 -1.0755
C 3.339 -0.592 0.108 0.02 -0.11 0.06 0.2586
C 4.035 -0.723 -1.087 0.01 0.00 0.05 -0.1820
C 5.346 -0.294 -1.189 0.03 0.00 -0.10 -0.7320
C 5.976 0.275 -0.095 0.08 0.05 0.01 -0.4078
C 5.291 0.409 1.100 0.06 0.05 0.04 -0.7265
C 3.979 -0.021 1.200 -0.01 -0.05 0.00 -0.1789
H 3.446 0.088 2.133 -0.07 0.01 0.09 0.3995
H 5.778 0.849 1.957 0.04 0.03 0.07 0.3886
H 7.000 0.611 -0.173 0.08 0.02 -0.01 0.3866
H 5.877 -0.403 -2.123 0.04 -0.01 -0.08 0.3834
H 3.548 -1.171 -1.941 -0.06 -0.06 -0.11 0.4132
H 1.615 -1.174 1.242 -0.02 -0.05 -0.06 0.4102
H 1.752 -1.962 -0.339 0.00 0.08 0.12 0.6098
H 1.252 0.217 -1.465 -0.03 -0.04 0.18 0.2005
H -3.445 -2.996 0.444 0.01 -0.10 0.02 0.5132
H -5.725 -1.952 0.447 -0.05 -0.03 0.01 0.4659
```
Forces are in eV/Å.

Values from the calculation:
- Multiplicity: 1
- E_HOMO: -0.34281 hartree
- Total energy: -32654.270 eV
- Relative energy (zero: lowest compared OMol25 entry of this formula, charge and spin): 0.000 eV
- HOMO-LUMO gap: 0.310 Eh
- SMILES: O=C(O)c1ccc2c(c1)C(=O)N([C@H](Cc1ccccc1)C(=O)O)C2=O



This record from the Open Molecules 2025 dataset describes a structure of composition C18H14AsF5IO4ReS4Se2. The level of theory is ωB97M-V with the def2-TZVPD basis set.

Geometry as XYZ:
```
50
Properties=species:S:1:pos:R:3:forces:R:3:mulliken_charge:R:1
Re -0.015 1.382 0.192 -1.76 -1.79 1.33 0.4980
O 1.596 -2.656 -3.465 -0.19 -0.23 0.07 -0.5041
C 2.487 -1.618 -3.790 0.31 0.50 -0.15 -1.3944
C 2.204 -0.405 -2.875 0.16 0.00 0.15 1.8834
C 3.233 0.704 -3.148 0.02 -0.58 -0.23 -1.1879
O 2.708 1.888 -2.587 0.35 0.36 -0.28 -0.3993
C 0.789 0.078 -3.178 -0.03 -0.28 0.00 -1.3558
Se 0.255 1.718 -2.243 0.25 -0.05 -0.51 0.3072
C 2.294 -0.879 -1.425 -0.22 0.24 -0.02 -1.4936
Se 2.263 0.453 0.048 -0.70 -0.16 0.22 -0.0384
H 1.831 -3.446 -3.963 -0.05 0.09 0.05 0.3425
H 2.364 -1.317 -4.843 0.07 0.03 0.16 0.4441
H 3.528 -1.934 -3.640 -0.01 0.06 -0.02 0.4720
H 3.389 0.828 -4.229 0.03 -0.03 0.10 0.4251
H 4.182 0.435 -2.671 -0.01 0.02 -0.10 0.4329
H 3.382 2.568 -2.488 -0.04 -0.02 0.01 0.2730
H 0.072 -0.702 -2.906 0.06 0.23 -0.08 0.6922
H 0.678 0.325 -4.238 -0.03 0.02 0.09 0.5918
H 3.234 -1.415 -1.261 -0.02 0.13 0.04 0.5645
H 1.478 -1.573 -1.221 0.09 0.08 0.12 0.5298
S -1.706 4.534 -3.078 0.14 -0.36 0.52 -0.3946
As -2.198 3.680 -1.251 -1.01 1.04 -0.90 0.3462
S -1.694 1.131 -1.646 -0.31 0.38 0.65 -0.2746
S -0.567 3.669 0.282 0.20 -1.52 0.16 -0.1626
S -4.102 3.897 -0.483 0.78 -0.37 0.04 -0.3440
I -6.094 -5.130 1.962 0.28 0.32 -0.07 0.0806
C -4.664 -3.609 1.638 -0.35 -0.34 0.13 -0.0675
C -3.405 -3.958 1.176 -0.08 -0.13 -0.04 -0.4996
C -2.473 -2.963 0.969 0.03 0.19 0.09 -0.4551
C -2.795 -1.635 1.230 -0.10 -0.10 0.06 0.0967
C -4.063 -1.296 1.690 0.24 -0.03 -0.01 -0.3913
C -5.000 -2.290 1.901 -0.18 -0.03 -0.01 -0.5434
C -1.776 -0.600 0.973 0.39 -0.23 -0.28 1.3584
O -1.996 0.613 1.228 0.97 1.29 -0.57 -0.8576
O -0.681 -0.919 0.434 0.62 1.10 -0.20 -0.7156
H -3.160 -4.990 0.973 0.00 -0.03 0.02 0.3872
H -1.481 -3.197 0.618 0.10 -0.06 -0.07 0.4556
H -4.301 -0.262 1.883 -0.03 0.11 0.01 0.5028
H -5.989 -2.038 2.257 -0.02 -0.01 0.02 0.3930
F -0.492 -0.077 3.247 0.07 -0.04 0.33 -0.1743
C 0.394 0.921 3.352 0.18 0.27 -0.20 -0.0909
C 0.782 1.639 2.224 0.17 0.05 -0.33 -0.4154
C 1.795 2.575 2.438 -0.45 -0.33 0.01 1.3677
F 2.265 3.236 1.353 0.21 0.26 0.45 -0.2784
C 2.365 2.823 3.678 -0.03 -0.09 -0.14 -0.1047
F 3.369 3.694 3.806 -0.04 0.05 0.05 -0.2957
C 1.902 2.127 4.790 -0.10 -0.08 -0.29 0.7543
F 2.435 2.343 5.994 -0.07 0.01 -0.15 -0.2963
C 0.906 1.176 4.623 0.06 0.00 -0.20 -0.1669
F 0.471 0.474 5.673 0.06 0.06 -0.03 -0.2969
```
Forces are in eV/Å.

Values from the calculation:
- Multiplicity: 1
- E_HOMO (alpha / beta): -0.30394 / -0.30397 hartree
- Total energy: -285772.788 eV
- HOMO-LUMO gap (alpha / beta): 0.210 / 0.210 Eh



This record from the Open Molecules 2025 dataset describes a structure of composition C18H14Cl3CuN2O8. The level of theory is ωB97M-V with the def2-TZVPD basis set.

Geometry as XYZ:
```
46
Properties=species:S:1:pos:R:3:forces:R:3:lowdin_spin:R:1
Cu -0.273 1.102 1.291 -0.27 -0.07 -0.10 0.7391
O 5.116 0.202 3.621 0.00 -0.03 0.03 -0.0010
C 3.859 0.423 3.151 0.07 0.02 0.00 -0.0020
C 2.778 -0.344 3.582 -0.09 0.03 -0.06 0.0026
C 1.538 -0.057 3.049 0.00 -0.11 0.06 0.0039
N 1.410 0.922 2.173 -0.07 0.02 0.04 0.0656
C 2.419 1.657 1.733 0.12 -0.03 0.01 0.0036
C 3.694 1.444 2.216 -0.16 0.01 -0.04 0.0027
C 1.976 2.666 0.666 0.07 0.10 0.07 0.0043
O 2.799 3.450 0.220 0.03 -0.05 0.01 0.0056
O 0.734 2.566 0.364 -0.03 -0.04 -0.07 0.0652
C 0.211 -0.781 3.331 0.07 0.06 0.11 0.0042
O 0.219 -1.709 4.130 0.03 0.00 -0.03 0.0052
O -0.779 -0.300 2.682 0.08 0.03 -0.07 0.0585
H 5.095 -0.545 4.230 0.00 0.04 -0.04 0.0000
H 2.881 -1.155 4.292 0.00 0.00 0.01 0.0008
H 4.519 2.040 1.855 0.04 -0.02 0.03 0.0008
Cl -6.169 4.617 -1.101 -0.02 0.01 0.00 0.0001
C -4.855 3.523 -0.742 -0.02 0.08 0.08 0.0002
C -4.201 3.612 0.475 -0.03 -0.06 -0.13 -0.0002
C -3.168 2.738 0.741 0.12 -0.05 0.05 0.0004
Cl -2.377 2.851 2.288 0.05 -0.01 -0.01 -0.0020
C -2.710 1.743 -0.162 -0.10 0.15 0.11 0.0040
O -1.756 0.917 0.080 0.00 0.00 -0.01 0.0373
C -3.435 1.724 -1.378 0.08 -0.09 -0.07 0.0022
Cl -2.974 0.554 -2.581 0.04 -0.07 0.00 0.0002
C -4.477 2.578 -1.676 -0.02 0.03 0.05 0.0002
H -4.494 4.348 1.209 0.00 0.01 0.01 0.0000
H -4.983 2.510 -2.627 0.01 -0.02 -0.01 0.0001
O 2.517 -1.669 -0.108 0.02 0.02 -0.03 0.0000
C 1.369 -1.831 -0.432 0.06 -0.04 0.06 -0.0001
O 0.372 -1.127 0.096 0.03 -0.05 -0.12 -0.0011
C 0.954 -2.847 -1.491 -0.07 0.05 0.07 0.0000
N -0.508 -2.973 -1.585 0.03 -0.01 -0.07 0.0000
C -0.913 -2.722 -2.982 -0.09 -0.07 0.05 0.0000
C 0.345 -2.952 -3.812 0.02 -0.02 0.01 0.0000
C 1.431 -2.405 -2.890 0.03 0.01 0.05 0.0000
H 1.415 -3.795 -1.208 0.04 0.01 -0.01 0.0000
H -0.470 -1.463 -0.281 -0.01 0.03 -0.01 -0.0001
H -0.809 -3.886 -1.282 -0.01 0.01 0.04 0.0000
H -1.256 -1.692 -3.070 0.01 0.10 -0.05 0.0000
H -1.748 -3.371 -3.250 0.02 0.02 -0.02 0.0000
H 0.325 -2.456 -4.782 -0.04 0.02 0.00 0.0000
H 0.492 -4.024 -3.979 0.01 0.01 0.00 0.0000
H 1.457 -1.314 -2.943 -0.02 0.00 -0.01 0.0000
H 2.432 -2.769 -3.111 0.00 0.00 0.02 0.0000
```
Forces are in eV/Å.

Values from the calculation:
- Multiplicity: 2
- E_HOMO (alpha / beta): -0.19049 / -0.19008 hartree
- Total energy: -120465.884 eV
- HOMO-LUMO gap (alpha / beta): 0.282 / 0.281 Eh
- Total charge: -1
- ⟨S²⟩: 0.75



This record from the Open Molecules 2025 dataset describes an isolated molecule of C18H14ClN3O3S. The level of theory is ωB97M-V with the def2-TZVPD basis set.

Geometry as XYZ:
```
40
Properties=species:S:1:pos:R:3:forces:R:3:mulliken_charge:R:1
O 3.108 -0.137 -1.838 0.13 -0.22 -0.24 -0.6467
C 2.696 0.597 -0.976 -0.07 0.51 0.06 0.6304
N 2.158 0.215 0.208 -0.17 0.12 0.46 -0.0146
C 1.910 -1.077 0.679 0.05 -0.40 0.05 0.7204
C 2.295 -2.222 -0.011 0.09 0.06 -0.20 -0.5216
C 2.015 -3.466 0.524 -0.10 0.06 0.13 -0.6459
C 1.355 -3.595 1.735 -0.07 -0.05 0.06 -0.5352
C 0.976 -2.447 2.411 0.20 0.11 -0.26 -0.0003
C 1.247 -1.192 1.898 0.09 -0.11 0.00 -0.5617
H 0.940 -0.311 2.440 -0.07 0.09 0.07 0.3993
Cl 0.141 -2.573 3.919 -0.11 -0.02 0.18 -0.2113
H 1.137 -4.566 2.148 -0.03 -0.08 0.07 0.4501
H 2.314 -4.353 -0.013 0.03 -0.08 -0.05 0.3879
H 2.803 -2.131 -0.956 0.02 0.01 -0.02 0.4968
H 1.864 0.955 0.836 0.06 -0.11 -0.25 0.1002
C 2.809 2.114 -1.164 -0.23 0.14 -0.07 -0.6921
H 2.563 2.347 -2.200 0.09 -0.12 0.09 0.3671
H 3.836 2.420 -0.958 -0.05 0.02 0.02 0.5044
S 1.757 3.129 -0.098 0.32 0.25 0.21 -0.3056
C 0.199 2.771 -0.810 0.06 -0.02 -0.42 0.5072
N 0.137 2.084 -1.877 0.70 -0.27 -0.17 -0.1804
C -1.099 1.799 -2.440 -0.46 0.19 0.24 -0.2988
O -1.233 1.595 -3.613 -0.12 -0.10 -0.07 -0.5766
C -2.242 1.752 -1.431 -0.32 -0.07 -0.29 0.7499
C -2.179 2.946 -0.503 -0.08 0.02 -0.06 0.2042
O -3.123 3.511 -0.022 -0.16 0.05 0.01 -0.5997
N -0.881 3.311 -0.167 0.13 0.31 0.33 -0.1264
H -0.758 4.041 0.524 -0.11 -0.14 -0.05 0.2791
C -2.167 0.496 -0.566 0.07 -0.07 0.02 -0.0657
C -3.006 0.377 0.536 0.00 0.03 0.00 -0.4078
C -2.976 -0.766 1.314 -0.03 0.00 0.03 -0.8993
C -2.118 -1.805 0.992 -0.02 -0.06 -0.03 -0.4933
C -1.287 -1.692 -0.107 -0.04 -0.06 -0.04 -0.6835
C -1.302 -0.543 -0.881 -0.08 -0.01 -0.01 -0.3027
H -0.650 -0.472 -1.739 0.09 -0.03 -0.09 0.4138
H -0.623 -2.500 -0.372 0.10 -0.08 0.00 0.5957
H -2.102 -2.701 1.593 0.02 -0.09 0.08 0.5273
H -3.630 -0.848 2.169 -0.06 -0.01 0.08 0.4150
H -3.688 1.178 0.779 -0.06 0.08 0.03 0.4520
H -3.199 1.759 -1.961 0.19 0.15 0.08 0.5686
```
Forces are in eV/Å.

Values from the calculation:
- Multiplicity: 1
- E_HOMO: -0.33088 hartree
- Total energy: -52865.416 eV
- Relative energy (zero: lowest compared OMol25 entry of this formula, charge and spin): 0.000 eV
- HOMO-LUMO gap: 0.322 Eh
- SMILES: O=C(CSC1=NC(=O)[C@@H](c2ccccc2)C(=O)N1)Nc1cccc(Cl)c1